1.
DFT (ωB97M-V/def2-TZVPD) results for a molecular structure, C25H31AsCl3F9I2N2O8PPdS2.

Geometry as XYZ:
```
85
Properties=species:S:1:pos:R:3:forces:R:3:mulliken_charge:R:1
Pd 0.872 0.877 0.873 1.496 -1.760 -1.656 1.3002
C 4.751 4.204 -0.634 0.006 0.046 -0.022 -1.6618
C 4.040 3.867 0.661 -0.184 -0.227 0.049 1.4791
C 4.994 3.445 1.760 0.072 0.075 0.009 -1.3129
C 3.110 4.980 1.109 0.026 0.046 0.025 -1.4922
O 3.098 2.726 0.390 0.278 0.115 -0.234 0.1606
P 3.477 1.240 0.056 -0.974 0.293 0.085 0.1325
O 4.826 0.941 -0.383 0.300 -0.228 -0.040 -0.8849
O 2.250 0.789 -0.887 -0.076 0.645 -0.231 -0.8483
O 2.903 0.504 1.391 0.369 -0.451 0.220 1.0313
C 3.558 -0.851 1.945 -0.221 0.811 -0.192 1.6182
C 2.547 -1.411 2.910 0.025 -0.087 0.030 -1.5359
C 4.809 -0.364 2.639 0.033 -0.185 0.001 -1.6743
C 3.831 -1.773 0.779 -0.070 -0.103 -0.013 -1.6220
H 5.434 5.034 -0.453 0.011 0.015 -0.010 0.5087
H 4.038 4.518 -1.398 -0.008 -0.021 0.006 0.3241
H 5.331 3.359 -1.001 -0.013 -0.024 0.006 0.3457
H 5.607 4.302 2.042 0.002 -0.001 0.016 0.4896
H 5.661 2.650 1.426 -0.004 -0.006 -0.018 0.3218
H 4.443 3.119 2.642 -0.014 -0.005 -0.016 0.1556
H 3.618 5.940 1.019 0.034 0.004 0.046 0.4551
H 2.803 4.849 2.147 -0.063 -0.056 -0.047 0.3047
H 2.219 5.006 0.482 0.037 0.014 -0.016 0.2768
H 2.391 -0.747 3.757 -0.082 -0.027 -0.079 0.2357
H 2.950 -2.353 3.283 0.086 -0.008 0.065 0.5230
H 1.598 -1.640 2.430 0.016 0.137 0.026 0.1337
H 4.573 0.360 3.418 -0.035 -0.009 -0.025 0.2292
H 5.518 0.065 1.933 -0.024 0.013 -0.024 0.3401
H 5.281 -1.228 3.110 0.048 0.007 0.025 0.5155
H 2.934 -1.953 0.184 0.138 0.151 0.054 0.1566
H 4.142 -2.732 1.196 0.042 -0.014 0.008 0.5133
H 4.633 -1.404 0.146 0.001 0.054 -0.054 0.4486
I 1.288 2.370 -2.129 0.131 0.053 -0.359 0.6118
I -0.065 4.323 -3.511 0.150 -0.219 0.170 0.0485
Cl -5.431 2.534 -5.710 0.015 -0.056 0.053 -0.1732
C -5.002 1.374 -4.509 -0.060 0.077 -0.078 0.3237
C -5.991 0.752 -3.761 -0.034 -0.040 0.020 -1.1000
C -5.624 -0.176 -2.804 -0.009 -0.044 0.018 -0.3695
C -4.288 -0.499 -2.568 -0.103 -0.139 0.104 -0.7807
C -3.948 -1.491 -1.470 0.178 0.716 0.319 2.2710
C -3.981 -0.885 -0.067 -0.030 0.287 -0.252 -2.1581
N -2.983 0.159 0.010 -0.986 0.134 0.249 0.3168
C -3.014 1.465 -0.439 0.061 0.045 -0.040 -0.7864
C -1.761 1.955 -0.253 0.053 -0.618 0.130 -1.3179
N -0.994 0.925 0.274 0.204 0.834 0.057 1.0320
C -1.778 -0.108 0.474 0.824 0.158 -0.283 -0.9656
O -4.859 -2.566 -1.413 -0.326 -0.418 -0.329 -0.4352
C -4.520 -3.512 -2.396 -0.312 -0.229 -0.152 -0.9759
C -3.542 -4.468 -1.770 0.946 0.017 -0.908 0.1184
C -3.931 -5.515 -0.886 -0.006 -0.249 0.725 0.5001
Cl -5.486 -5.874 -0.444 0.583 0.074 -0.295 0.0321
S -2.595 -6.425 -0.270 -1.612 -1.234 1.204 -0.0166
C -1.531 -5.448 -1.153 -1.633 -2.542 -2.231 -0.2170
C -2.174 -4.445 -1.905 -2.650 1.154 -2.158 -0.1911
C -3.323 0.147 -3.336 -0.091 -0.004 -0.023 1.4787
Cl -1.631 -0.165 -3.082 0.081 -0.108 -0.046 -0.1389
C -3.666 1.074 -4.307 0.136 -0.056 0.018 -0.9498
H -7.031 0.992 -3.934 0.009 0.002 0.010 0.4738
H -6.392 -0.675 -2.226 -0.005 0.024 0.008 0.4891
H -2.942 -1.887 -1.619 -0.342 0.386 -0.126 -0.5501
H -3.689 -1.646 0.654 -0.140 -0.061 0.070 0.4981
H -4.970 -0.511 0.196 0.003 0.035 -0.085 0.3623
H -3.899 1.917 -0.852 -0.023 -0.019 0.069 0.5321
H -1.373 2.943 -0.433 0.012 -0.097 0.066 0.8055
H -1.491 -1.051 0.898 -0.053 0.219 0.144 0.9531
H -4.064 -3.045 -3.272 -0.053 -0.012 -0.047 0.2926
H -5.432 -4.016 -2.717 0.065 -0.099 0.016 0.7939
H -0.463 -5.620 -1.108 1.028 -6.391 -6.920 0.5094
H -1.618 -3.738 -2.507 -0.363 -0.658 -0.525 0.2799
H -2.901 1.548 -4.905 -0.001 0.017 0.028 0.5064
F 1.016 1.351 5.582 0.153 -0.084 0.328 -0.2197
C 1.194 2.116 4.523 -0.669 -0.083 -0.551 0.6046
F 1.092 3.392 4.844 0.137 0.060 0.174 -0.2048
F 2.386 1.879 3.986 0.265 0.008 0.085 -0.1340
S -0.109 1.727 3.269 0.875 0.681 -2.308 1.1829
O -1.370 1.957 3.863 -0.596 -0.040 0.519 -0.5682
O 0.184 0.334 2.788 -0.684 0.082 1.622 -0.7768
O 0.263 2.566 2.079 -0.684 0.929 2.640 -0.6867
F 0.584 -1.516 0.074 -0.665 -2.423 -0.482 -0.7361
As 0.050 -3.243 -0.100 4.122 10.601 2.797 2.3896
F -1.316 -2.660 -1.036 0.911 -0.032 1.184 -0.6186
F -0.924 -3.005 1.332 0.020 -1.098 -0.855 -0.4422
F -0.546 -4.851 -0.272 1.444 3.301 8.796 0.0406
F 1.365 -3.736 0.877 -0.831 -0.964 -0.578 -0.4812
F 0.983 -3.342 -1.528 -0.702 -1.091 0.015 -0.4202
```
Forces are in eV/Å.

Its expectation value of S² is 0.757. Its lowest unoccupied orbital energy (spin up / spin down) is -10.00 / -10.00 eV. The spin multiplicity is 2. Its total charge is +2. As for the orbital gap (spin up / spin down): 2.94 / 2.93 eV.

=====

2.
DFT (ωB97M-V/def2-TZVPD) results for a molecular structure, C25H31BBe2Br3CaCl4F2N2O16PS2.

Geometry as XYZ:
```
90
Properties=species:S:1:pos:R:3:forces:R:3:mulliken_charge:R:1
C 2.667 -1.790 5.219 0.441 0.125 0.959 -0.4077
C 3.264 -0.304 5.585 -1.428 2.337 -1.315 0.1822
Cl 4.631 -0.278 6.890 -2.691 -0.020 -2.698 -0.0863
C 2.774 0.994 4.971 2.182 -3.321 2.924 0.2128
Cl 3.659 2.533 5.615 -1.951 -2.256 -1.636 -0.0413
P 1.363 1.025 3.673 1.159 0.159 1.883 0.6461
B 1.958 1.648 1.921 1.465 3.042 -5.046 0.1031
O 1.268 2.822 1.283 0.083 -5.013 1.643 -0.3055
N 3.087 0.964 1.139 -1.932 -1.331 3.200 0.1948
C 2.630 -0.486 0.894 -0.071 -0.772 -0.934 -0.4244
C 4.363 0.874 1.946 2.381 0.531 0.082 -0.7994
C -0.145 2.008 4.343 -1.237 -0.118 0.824 1.0220
Cl 0.040 3.850 4.273 -0.228 -2.442 0.008 0.0928
C -0.535 1.398 5.812 1.266 -0.558 1.105 0.1762
C 0.305 2.019 7.074 0.629 -0.628 0.620 -0.8374
Cl -2.372 1.562 6.197 1.339 -0.018 -1.340 -0.0972
H 1.543 -1.801 4.889 2.348 0.512 0.751 -0.2479
H 2.718 -2.425 6.229 0.100 1.334 -2.386 0.4121
H 3.304 -2.305 4.358 -1.172 1.170 1.969 0.2596
H 0.865 -0.335 3.425 0.452 1.086 0.573 -0.1819
H 0.547 2.367 0.723 1.102 1.668 0.678 0.2650
H 3.258 -1.275 1.492 -1.180 1.634 -0.987 0.2362
H 2.823 -0.725 -0.258 -0.916 0.377 2.663 0.0735
H 1.498 -0.660 1.202 1.839 0.310 -0.935 0.1015
H 4.711 1.941 2.342 -0.820 -2.240 -1.054 0.3467
H 5.234 0.519 1.212 -1.990 0.922 1.670 0.1405
H 4.309 0.098 2.820 -0.081 1.256 -1.437 0.2644
H -1.053 1.732 3.619 5.596 1.021 3.228 -1.0156
H -0.333 0.221 5.828 -0.516 2.748 -0.260 -0.0401
H 1.129 1.211 7.370 -1.756 1.794 -0.699 0.2162
H -0.396 2.129 8.016 1.364 -0.128 -2.113 0.3538
H 0.866 3.022 6.859 -1.356 -1.904 0.237 0.2757
O -3.021 4.620 -0.230 0.378 -0.090 0.348 -0.4748
S -2.238 4.572 1.018 -0.674 2.601 -0.463 1.2315
O -1.282 5.694 1.041 -0.523 -0.755 -0.183 -0.4952
O -1.501 3.298 1.087 0.305 -3.562 1.347 -0.5593
O -3.147 4.678 2.173 0.020 -1.107 0.433 -0.6378
C -1.412 -3.144 3.731 -0.002 -0.706 -0.602 -0.2744
Br -1.832 -1.482 4.652 -0.182 -0.013 -0.255 -0.0026
Br -2.691 -3.531 2.318 0.312 0.254 0.523 0.0410
Br 0.419 -3.164 3.076 -0.692 -0.063 -0.137 0.0465
H -1.497 -3.948 4.469 -0.001 0.425 -0.144 0.4279
C 5.960 -1.006 -3.277 1.114 -1.021 0.519 -0.3469
C 5.339 -2.400 -3.294 -0.973 0.084 -0.464 -0.2863
O 5.798 -3.028 -2.099 0.666 1.172 0.736 -0.3661
S 5.981 -1.894 -0.941 1.053 -1.111 0.911 0.9869
O 4.795 -1.897 -0.114 1.690 0.076 -0.978 -0.3738
O 7.317 -2.002 -0.403 -2.374 0.209 -0.675 -0.5455
O 5.919 -0.587 -1.914 -0.665 -0.207 0.297 -0.2579
H 7.008 -1.038 -3.592 -0.182 0.275 -0.231 0.3301
H 5.412 -0.303 -3.910 -0.023 0.334 -0.376 0.3260
H 5.636 -2.979 -4.172 0.079 0.009 0.314 0.3856
H 4.246 -2.346 -3.248 0.236 -0.028 -0.131 0.2800
C -2.932 -4.347 -2.542 0.783 -0.900 -0.972 -0.5747
C -3.005 -2.888 -2.247 1.241 -0.987 -0.352 0.4214
O -4.125 -2.779 -1.397 0.204 0.340 -0.271 -0.2767
C -4.190 -3.972 -0.742 -2.045 -2.814 3.413 0.1691
O -4.849 -4.165 0.266 1.849 0.870 -2.686 -0.5122
O -3.419 -4.926 -1.348 -0.879 1.414 0.905 -0.2404
F -3.253 -2.180 -3.372 -0.380 0.847 -0.331 -0.2298
H -3.575 -4.643 -3.378 0.025 0.271 0.032 0.3585
H -1.911 -4.678 -2.751 -0.198 -0.016 0.182 0.3158
H -2.120 -2.487 -1.742 -0.045 0.138 -0.207 0.3829
Be -4.031 -0.756 -1.961 -0.411 1.002 0.142 0.6622
C 2.918 1.120 -5.779 4.382 -3.790 2.905 -0.0985
C 2.152 2.195 -6.033 -3.120 6.844 -2.372 0.2710
C 0.815 2.172 -5.299 -2.237 0.599 0.723 0.3506
O -0.012 3.089 -5.329 1.729 -1.286 -0.246 -0.5156
C 0.474 0.968 -4.496 -1.621 2.390 -0.730 -0.5230
C 1.236 -0.113 -4.252 1.186 -3.194 0.732 0.4325
C 2.615 -0.040 -4.901 -1.157 2.362 -1.386 0.3456
O 3.502 -0.887 -4.749 1.072 -0.519 1.457 -0.6370
O 0.944 -1.140 -3.566 0.426 1.336 -0.562 -0.7013
O 2.413 3.185 -6.783 -0.264 -3.445 2.205 -0.5064
H 3.893 1.052 -6.249 -0.023 -0.161 -0.423 0.5958
H -0.521 1.011 -4.068 0.048 0.048 0.073 0.4778
Be 4.021 0.861 -3.550 -0.662 -0.957 -2.093 0.7267
N -7.920 0.112 -4.924 -0.318 0.405 0.931 -0.5153
C -8.922 1.000 -5.104 0.727 -0.682 -0.099 -0.1942
C -9.572 1.649 -4.067 0.095 -0.080 0.382 -0.3440
C -9.175 1.369 -2.763 -0.072 0.067 -0.031 -0.3005
C -8.148 0.457 -2.545 -0.072 0.118 -0.119 -0.2645
C -7.555 -0.138 -3.647 -0.434 0.390 -0.997 -0.1163
H -9.197 1.183 -6.139 0.010 0.004 0.111 0.3775
H -10.369 2.356 -4.270 0.092 -0.082 0.003 0.3649
H -9.663 1.857 -1.925 0.055 -0.061 -0.113 0.3602
H -7.816 0.217 -1.542 -0.043 -0.002 -0.043 0.3165
H -6.746 -0.854 -3.529 0.025 -0.113 0.027 0.3270
F 5.318 2.957 0.561 -0.182 -0.154 -0.198 -0.6061
Ca -2.468 1.516 2.828 -3.766 1.749 -2.961 1.3755
```
Forces are in eV/Å.

Its energy relative to the best compared isomer or geometry (same formula, charge and spin) is 12.889 eV. Its lowest unoccupied orbital energy is -10.14 eV. Its total charge is +2. As for the orbital gap: 1.81 eV.

=====

Calculated largest force on an atom, 11.713 7.887 eV/A (same order as the records).